[1]
47
Properties=species:S:1:pos:R:3:mulliken_charge:R:1 method="wB97M-V/def2-TZVPD" charge=+1 lumo_energy_ev=-2.189 homo_ev=-14.167
C -1.17 -0.84 -1.31 -1.4067
C -1.09 0.59 -0.80 -0.1564
C 0.11 0.87 0.13 1.5819
C 0.43 2.36 0.18 -1.5426
C -0.08 0.32 1.55 0.1723
C 1.20 0.23 2.35 -1.3575
N -2.40 0.91 -0.11 0.0924
H -2.03 -0.98 -1.98 0.5215
H -1.23 -1.56 -0.50 0.1944
H -0.30 -1.06 -1.92 0.3628
H -1.04 1.23 -1.68 0.0960
H 0.96 0.37 -0.34 -0.4558
H 0.71 2.73 -0.81 0.3215
H 1.29 2.58 0.80 0.4403
H -0.41 2.97 0.53 0.3208
H -0.53 -0.68 1.49 -0.2036
H -0.81 0.93 2.09 0.2517
H 1.74 1.18 2.41 0.3220
H 1.92 -0.47 1.92 0.4381
H 1.00 -0.12 3.36 0.3738
H -2.60 0.17 0.61 0.2748
H -3.14 0.89 -0.82 0.4241
H -2.37 1.85 0.29 0.3147
H -0.01 3.49 -3.97 0.3098
H 0.50 2.26 -3.24 0.2896
O -0.22 2.92 -3.23 -0.6155
H 2.65 -0.60 0.64 0.1114
H 3.48 -1.81 0.43 0.3794
O 2.97 -1.17 -0.07 -0.7691
H 2.37 0.95 -3.90 0.2708
H 2.05 0.42 -2.53 0.2688
O 1.65 0.93 -3.25 -0.6211
H -1.16 -4.07 1.66 0.3468
H -0.19 -3.16 0.87 0.2809
O -0.82 -3.18 1.63 -0.6981
H -1.53 3.31 -1.86 0.2873
H -2.69 4.24 -1.32 0.3040
O -2.28 3.37 -1.25 -0.5948
H 1.65 -2.35 -0.22 0.4010
H 1.40 -3.89 -0.59 0.2736
O 0.97 -3.07 -0.31 -0.6291
H -3.39 -1.45 2.33 0.3046
H -2.13 -1.98 1.57 0.3394
O -2.87 -1.33 1.53 -0.6338
H 3.03 -2.75 3.10 0.2718
H 1.73 -2.89 2.29 0.2778
O 2.66 -2.64 2.22 -0.5362


[2]
116
Properties=species:S:1:pos:R:3:mulliken_charge:R:1 method="wB97M-V/def2-TZVPD" charge=-1 lumo_energy_ev=2.324 homo_ev=-5.558
C 1.92 -2.22 1.00 -1.0431
C 1.48 -0.84 0.53 -0.1991
C 0.04 -0.77 -0.01 -0.2962
I -0.55 1.31 0.39 -0.1229
B -0.26 -1.33 -1.57 0.1819
C -1.33 -2.61 -1.47 -1.2265
C -0.99 -4.04 -1.07 0.6216
C 0.13 -4.77 -1.79 -1.2949
Cl -0.77 -4.25 0.72 -0.2508
C 1.20 -1.77 -2.27 -2.0510
C 2.25 -0.76 -2.79 0.5414
N 2.06 0.59 -2.26 -0.0224
N 2.32 -0.74 -4.25 -0.6543
N 3.59 -1.24 -2.36 -0.7263
C -1.09 -0.26 -2.55 -0.6214
Br -2.95 0.05 -1.93 -0.0321
C -1.13 -0.66 -4.05 -0.0763
C -0.86 0.53 -4.97 -0.9253
Br -2.85 -1.41 -4.71 -0.1325
H 1.71 -3.01 0.29 0.0592
H 2.99 -2.21 1.21 0.4041
H 1.41 -2.49 1.93 0.1903
H 2.19 -0.45 -0.20 -0.2763
H 1.57 -0.18 1.39 0.6812
H -0.58 -1.30 0.71 0.3195
H -1.87 -2.74 -2.41 0.2097
H -2.10 -2.31 -0.76 0.3564
H -1.90 -4.63 -1.23 0.6538
H 0.09 -4.50 -2.85 0.2372
H 1.11 -4.51 -1.40 0.2404
H 0.00 -5.84 -1.70 0.4181
H 1.75 -2.42 -1.59 0.4167
H 0.98 -2.45 -3.10 0.9361
H 2.95 1.06 -2.16 0.3351
H 1.49 1.18 -2.85 -0.2857
H 2.16 0.18 -4.63 0.0702
H 1.70 -1.41 -4.69 0.3068
H 4.26 -0.87 -3.02 0.3628
H 3.82 -0.88 -1.44 0.3453
H -0.72 0.76 -2.52 0.6196
H -0.49 -1.50 -4.26 0.2441
H -0.55 0.21 -5.97 0.4113
H -0.12 1.19 -4.53 -0.3049
H -1.77 1.11 -5.09 0.5436
C 2.62 3.35 -0.05 0.1777
C 2.87 4.11 -1.18 -0.4247
C 4.11 4.72 -1.35 -0.1307
C 5.09 4.58 -0.38 -0.4707
C 4.83 3.83 0.76 -0.4664
C 3.60 3.21 0.92 -0.4576
H 1.66 2.85 0.04 -0.1576
H 2.11 4.22 -1.94 0.4187
H 4.31 5.31 -2.24 0.3288
H 6.06 5.06 -0.51 0.3579
H 5.60 3.71 1.52 0.3694
H 3.40 2.60 1.80 0.4179
C 0.01 5.57 1.58 -0.0178
C 0.32 6.80 2.13 -0.5168
C -0.68 7.75 2.34 -0.3184
C -1.99 7.45 2.00 -0.3847
C -2.30 6.22 1.45 -0.5123
C -1.31 5.28 1.24 -0.3067
H 0.78 4.84 1.42 0.3423
H 1.34 7.03 2.40 0.3804
H -0.43 8.71 2.77 0.3551
H -2.77 8.19 2.16 0.3444
H -3.33 5.99 1.18 0.3725
H -1.55 4.31 0.80 0.2148
C -6.53 -0.70 -2.16 -0.0664
C -6.49 0.57 -1.62 -0.2030
C -7.66 1.32 -1.54 -0.5441
C -8.86 0.80 -1.99 -0.3657
C -8.90 -0.48 -2.52 -0.3238
C -7.73 -1.23 -2.61 -0.5212
H -5.62 -1.28 -2.22 0.3030
H -5.56 0.99 -1.27 0.2844
H -7.63 2.32 -1.13 0.3530
H -9.77 1.38 -1.93 0.3409
H -9.83 -0.90 -2.88 0.3421
H -7.76 -2.23 -3.03 0.3583
C 4.40 3.78 -6.81 -0.3740
C 3.55 2.76 -7.23 -0.5120
C 2.39 2.49 -6.52 -0.1251
C 2.08 3.23 -5.39 -0.3144
C 2.92 4.24 -4.97 -0.4181
C 4.08 4.52 -5.68 -0.5470
H 5.31 3.99 -7.36 0.3609
H 3.80 2.18 -8.11 0.3777
H 1.73 1.69 -6.85 0.3286
H 1.17 3.02 -4.84 0.3874
H 2.67 4.82 -4.09 0.4851
H 4.74 5.31 -5.34 0.3598
C -0.67 -2.81 6.34 -0.1378
C -0.93 -1.51 6.76 -0.5401
C -1.11 -0.50 5.82 -0.4494
C -1.05 -0.79 4.46 -0.5290
C -0.79 -2.09 4.04 -0.2216
C -0.60 -3.10 4.98 -0.2025
H -0.53 -3.59 7.07 0.2308
H -0.98 -1.28 7.82 0.3653
H -1.31 0.51 6.15 0.3763
H -1.19 -0.01 3.73 0.4352
H -0.73 -2.32 2.99 0.2470
H -0.40 -4.11 4.65 0.3769
C -0.63 -7.61 8.40 -0.4057
C -0.31 -6.75 7.36 -0.3220
C 0.91 -6.10 7.35 -0.2522
C 1.82 -6.31 8.38 -0.5167
C 1.50 -7.16 9.42 -0.3355
C 0.27 -7.81 9.43 -0.3644
H -1.59 -8.11 8.41 0.3571
H -1.02 -6.59 6.55 0.3731
H 1.16 -5.43 6.53 0.3997
H 2.77 -5.80 8.37 0.3668
H 2.21 -7.33 10.22 0.3524
H 0.02 -8.48 10.25 0.3499


[3]
80
Properties=species:S:1:pos:R:3:mulliken_charge:R:1 method="wB97M-V/def2-TZVPD" charge=0 lumo_energy_ev=-0.439 smiles="NC(N)=O.NC(N)=O.NC(N)=O.NC(N)=O.NC(N)=O.NC(N)=O.NC(N)=O.NC(N)=O.NC(N)=O.NC(N)=O" homo_ev=-8.760
N 18.44 -21.68 21.34 -0.4031
C 17.55 -21.49 20.32 0.5449
N 16.88 -22.62 19.93 -0.3842
O 17.26 -20.38 19.92 -0.6918
H 18.46 -22.56 21.82 0.2155
H 19.00 -20.93 21.71 0.2143
H 17.21 -23.54 20.15 0.1871
H 16.15 -22.44 19.27 0.2144
N 13.23 -21.60 21.41 -0.0985
C 12.46 -22.73 21.54 0.6316
N 11.38 -22.73 20.72 0.1613
O 12.76 -23.64 22.31 -0.6138
H 14.15 -21.60 21.82 -0.1624
H 12.86 -20.73 21.07 0.1354
H 11.23 -21.89 20.18 0.1528
H 10.77 -23.53 20.62 -0.0398
N 8.71 -26.11 24.24 -0.3463
C 10.04 -25.82 24.51 0.5829
N 10.49 -24.77 23.75 -0.0665
O 10.75 -26.46 25.25 -0.6563
H 8.21 -26.75 24.82 0.2139
H 8.21 -25.34 23.83 0.1889
H 9.92 -24.20 23.16 0.0600
H 11.45 -24.50 23.90 0.0490
N 11.57 -28.37 19.87 -0.3648
C 12.47 -27.56 20.52 0.5241
N 11.85 -26.67 21.35 -0.0925
O 13.67 -27.65 20.37 -0.6613
H 10.60 -28.37 20.10 0.2102
H 11.86 -28.91 19.07 0.2094
H 12.37 -25.94 21.83 0.0885
H 10.87 -26.50 21.22 0.0359
N 17.18 -17.87 21.46 -0.2067
C 17.04 -17.89 22.82 0.4727
N 16.71 -19.16 23.27 -0.1792
O 17.18 -16.96 23.58 -0.6672
H 17.39 -17.00 21.00 0.1907
H 17.10 -18.70 20.89 0.2349
H 16.25 -19.80 22.65 0.0795
H 16.74 -19.25 24.27 0.1615
N 12.95 -19.27 18.07 -0.2865
C 13.84 -18.32 18.47 0.6724
N 14.47 -17.62 17.48 -0.4189
O 14.04 -18.08 19.65 -0.6247
H 12.41 -19.73 18.79 0.1618
H 12.89 -19.55 17.11 0.1545
H 14.18 -17.73 16.53 0.1475
H 15.28 -17.11 17.75 0.2436
N 10.43 -25.52 18.14 -0.3889
C 9.40 -25.27 18.98 0.6387
N 8.26 -24.81 18.39 -0.3595
O 9.53 -25.25 20.21 -0.7222
H 11.19 -26.07 18.50 0.2055
H 10.36 -25.41 17.15 0.1660
H 7.54 -24.45 18.99 0.2241
H 8.18 -24.76 17.39 0.1547
N 6.05 -22.73 22.53 -0.4341
C 7.11 -23.13 21.77 0.6241
N 7.50 -24.43 21.85 -0.2012
O 7.69 -22.36 21.00 -0.6013
H 5.56 -23.38 23.12 0.1650
H 5.74 -21.79 22.39 0.2597
H 6.83 -25.11 22.16 0.3557
H 8.13 -24.68 21.07 -0.1210
N 9.24 -19.45 18.01 -0.4317
C 9.67 -20.52 18.75 0.5212
N 9.00 -21.70 18.54 -0.1719
O 10.60 -20.47 19.54 -0.8181
H 8.42 -19.58 17.45 0.1777
H 9.62 -18.56 18.26 0.2575
H 8.41 -21.83 17.75 0.1815
H 8.99 -22.32 19.34 0.0498
N 14.49 -22.94 24.75 -0.2421
C 15.77 -22.45 24.76 0.5310
N 16.32 -22.49 23.49 -0.1537
O 16.35 -22.03 25.74 -0.6590
H 14.03 -22.87 25.64 0.1883
H 14.07 -23.41 23.97 0.1855
H 17.21 -22.08 23.28 0.1829
H 15.74 -22.92 22.79 0.0616


[4]
16
Properties=species:S:1:pos:R:3:mulliken_charge:R:1 method="wB97M-V/def2-TZVPD" charge=0 lumo_energy_ev=0.543 smiles=OCCCO.O homo_ev=-10.224
O -0.15 1.14 1.16 -0.4920
C 0.73 0.15 0.65 -0.5320
C 0.29 -0.93 -0.36 -0.3618
C 1.58 -1.70 -0.65 -0.4942
O 1.74 -2.80 0.26 -0.5219
H -0.70 1.46 0.43 0.2611
H 1.08 -0.33 1.58 0.2903
H 1.60 0.70 0.24 0.2913
H -0.04 -0.38 -1.25 0.3265
H -0.64 -1.39 -0.02 0.2985
H 2.46 -1.10 -0.46 0.2317
H 1.74 -2.01 -1.69 0.4110
H 1.79 -3.62 -0.20 0.2919
O -4.02 3.54 -0.20 -0.6462
H -4.37 3.97 0.59 0.3217
H -3.09 3.30 -0.07 0.3241


[5]
23
Properties=species:S:1:pos:R:3:mulliken_charge:R:1 method="wB97M-V/def2-TZVPD" charge=+1 lumo_energy_ev=-2.995 homo_ev=-13.449
N 0.00 0.57 1.65 -0.3126
C -0.81 0.37 0.30 -0.2886
C -1.24 -1.08 0.20 0.2362
C -2.59 -1.22 0.85 -1.3219
O -0.26 -1.83 0.87 -0.6224
C 0.34 0.94 -0.70 -0.6502
N 1.67 1.14 -0.20 -0.5118
H 0.97 0.08 1.34 0.4443
H 0.13 1.56 1.67 0.2975
H -0.51 0.19 2.43 0.2988
H -1.69 1.05 0.19 0.5483
H -1.22 -1.55 -0.80 0.4497
H -3.19 -2.05 0.48 0.3416
H -2.38 -1.56 1.89 0.3338
H -3.22 -0.32 0.95 0.3361
H 0.41 -2.33 0.41 0.3418
H -0.14 1.86 -1.07 0.3885
H 0.52 0.27 -1.50 0.2632
H 2.00 2.08 -0.12 0.1600
H 2.32 0.46 -0.56 0.2821
H 2.43 0.10 -3.20 0.3154
H 3.49 1.02 -2.68 0.3312
O 2.97 0.24 -2.42 -0.6610


[6]
18
Properties=species:S:1:pos:R:3:mulliken_charge:R:1 method="wB97M-V/def2-TZVPD" charge=+1 lumo_energy_ev=-3.892 homo_ev=-12.954
N 1.39 -1.10 1.27 -0.0249
C 1.03 -0.06 0.32 -0.4718
C 0.76 1.23 0.65 -0.3214
C -0.04 2.10 -0.15 -0.2595
C -1.04 1.48 -0.92 -0.6845
C -1.55 0.18 -0.65 -0.0903
Br -2.86 0.18 0.72 0.0065
C -0.90 -0.96 -0.86 0.2340
O 0.04 -1.29 -1.86 -0.4526
Cl -1.20 -2.45 0.15 -0.1830
H 1.41 -0.65 2.20 0.3801
H 2.31 -1.46 1.01 0.3897
H 0.76 -1.87 1.18 0.2262
H 0.89 -0.31 -0.75 0.7849
H 0.79 1.58 1.72 0.2399
H 0.18 3.23 -0.21 0.3671
H -1.74 2.12 -1.40 0.4826
H -0.24 -1.95 -2.42 0.3769


[7]
15
Properties=species:S:1:pos:R:3:mulliken_charge:R:1 method="wB97M-V/def2-TZVPD" charge=+1 lumo_energy_ev="-3.475 / -7.616" multiplicity=3 homo_ev="-11.170 / -16.447"
C 0.72 1.20 0.15 0.3355
C -0.64 1.42 0.20 -0.5280
C -1.78 -0.65 -0.49 -0.2018
C 2.35 -0.53 -0.03 -0.4556
N 1.14 -0.11 0.09 -0.1426
O -1.73 0.64 -0.01 -0.3492
O -1.07 -1.43 0.38 -0.5372
H 1.55 1.86 0.25 0.4669
H -1.13 2.43 0.39 0.3777
H -2.79 -0.79 -0.37 0.2974
H -1.35 -0.68 -1.47 0.3769
H 2.67 -1.51 -0.03 0.3452
H 3.09 0.12 -0.29 0.2965
H 0.29 -0.88 0.01 0.3564
H -1.33 -1.08 1.24 0.3620


[8]
11
Properties=species:S:1:pos:R:3:mulliken_charge:R:1 method="wB97M-V/def2-TZVPD" charge=0 lumo_energy_ev=-5.982 homo_ev=-9.380
O 0.86 2.10 -0.42 -0.3553
C 1.23 0.87 -0.33 0.2870
O 2.49 0.76 0.52 -0.4217
H 1.59 0.32 -1.27 0.2514
H 2.58 1.71 0.70 0.3197
H -2.07 -1.61 0.05 0.4181
H 0.57 0.18 0.24 0.1602
O -2.95 -0.93 -0.29 -0.6238
H -3.27 -1.05 -1.12 0.2740
H -1.23 -2.93 1.10 0.3079
O -1.09 -2.15 0.47 -0.6175


no.,molar mass (g/mol)
1,246.32
2,1001.00
3,600.56
4,94.11
5,123.18
6,225.49
7,102.11
8,82.05